1.
{
  "formula": "C3H12O3",
  "method": "wB97M-V/def2-TZVPD",
  "elements": ["C", "O", "H", "H", "H", "H", "C", "O", "H", "H", "H", "H", "C", "O", "H", "H", "H", "H"],
  "positions_angstrom": [[5.78590, 5.73577, -6.88477], [5.17345, 6.65866, -6.02909], [6.82203, 5.68950, -6.54952], [5.46080, 4.69538, -6.88290], [5.73796, 6.16521, -7.88546], [4.22009, 6.55103, -5.99566], [6.05916, 2.60773, -5.66445], [6.83448, 3.31971, -6.60593], [4.99758, 2.83413, -5.76386], [6.21313, 1.53509, -5.54680], [6.37172, 2.93180, -4.67179], [6.40690, 3.30552, -7.46533], [6.62590, 5.16485, -4.18232], [6.44842, 6.57065, -4.33358], [7.03514, 4.79018, -5.12053], [7.36654, 4.85375, -3.44560], [5.70424, 4.58548, -4.12771], [5.89975, 6.68114, -5.11354]],
  "forces_ev_per_a": [[0.8, 0.4, -1.6], [-4.3, 0.2, -4.1], [-0.2, 0.3, -0.5], [-0.9, 0.9, 0.4], [0.1, -0.3, -0.3], [-0.1, 0.0, 0.0], [0.0, -0.1, 1.1], [0.6, -1.4, -0.2], [-0.1, -0.1, 0.0], [0.1, -0.3, -1.1], [-0.1, 0.2, -0.2], [0.1, -0.4, -0.1], [0.6, 0.8, -1.3], [3.4, -1.3, 4.8], [0.4, -0.1, 0.4], [-0.4, 0.4, 0.5], [-0.4, 0.4, 0.8], [0.3, 0.6, 1.4]],
  "homo_energy_ev": -8.82,
  "gap_ha": 0.3404,
  "spin_multiplicity": 1,
  "total_charge": 0,
  "lumo_ev": 0.440
}



2.
{
  "formula": "C14H19NO2",
  "method": "wB97M-V/def2-TZVPD",
  "elements": ["C", "O", "C", "C", "C", "C", "C", "C", "N", "C", "O", "C", "C", "C", "C", "C", "C", "H", "H", "H", "H", "H", "H", "H", "H", "H", "H", "H", "H", "H", "H", "H", "H", "H", "H", "H"],
  "positions_angstrom": [[-3.00802, -2.77848, 0.05345], [-2.02141, -1.80706, 0.29757], [-2.31710, -0.49272, 0.01278], [-3.51602, -0.04677, -0.51323], [-3.70448, 1.30498, -0.76653], [-2.69905, 2.21105, -0.49677], [-1.49374, 1.77806, 0.03201], [-1.29105, 0.43209, 0.29252], [-0.10843, -0.08974, 0.82137], [1.04129, 0.55589, 1.15878], [1.19271, 1.75783, 1.09413], [2.14021, -0.38187, 1.62545], [3.10777, -0.76137, 0.48700], [3.79779, 0.47964, -0.11827], [3.61223, 0.36969, -1.63341], [2.29430, -0.38396, -1.77366], [2.41380, -1.45956, -0.69751], [-3.90600, -2.59692, 0.65212], [-2.56527, -3.72899, 0.34833], [-3.27773, -2.81920, -1.00641], [-4.31332, -0.73942, -0.73165], [-4.64588, 1.63783, -1.17662], [-2.84594, 3.26142, -0.69486], [-0.70326, 2.47639, 0.24878], [-0.14372, -1.09322, 0.93649], [2.71099, 0.13813, 2.39708], [1.71294, -1.28848, 2.05827], [3.85209, -1.43411, 0.92409], [4.84988, 0.53254, 0.15922], [3.30807, 1.38279, 0.24338], [3.59257, 1.34487, -2.11673], [4.42020, -0.21780, -2.07458], [1.46066, 0.28422, -1.55337], [2.14839, -0.80287, -2.76881], [3.05112, -2.26566, -1.06671], [1.45189, -1.89425, -0.42976]],
  "forces_ev_per_a": [[-0.2, -0.2, 0.0], [0.2, 0.6, 0.0], [0.1, 0.0, 0.0], [0.0, -0.3, 0.1], [0.0, 0.2, 0.0], [-0.2, -0.1, -0.1], [0.1, 0.0, 0.0], [-0.2, 0.0, -0.1], [-0.3, -0.5, 0.0], [0.2, -0.4, 0.4], [0.0, 0.3, -0.1], [0.2, 0.1, -0.1], [0.0, -0.1, 0.2], [0.2, 0.1, 0.0], [-0.1, 0.1, 0.0], [0.1, -0.1, -0.1], [0.0, 0.0, -0.1], [0.0, 0.0, 0.0], [-0.1, 0.0, 0.0], [0.0, 0.0, 0.0], [0.0, -0.1, 0.0], [-0.1, 0.0, 0.0], [0.0, 0.1, 0.0], [0.0, 0.0, 0.0], [0.2, 0.2, 0.1], [-0.1, 0.0, 0.0], [0.0, 0.0, 0.0], [-0.1, 0.1, 0.0], [0.0, 0.0, 0.1], [0.1, 0.0, 0.0], [0.1, 0.0, -0.1], [0.0, 0.0, -0.1], [-0.1, 0.0, 0.0], [-0.1, 0.0, 0.0], [0.0, 0.0, 0.0], [0.0, -0.1, 0.0]],
  "smiles": "COc1ccccc1NC(=O)CC1CCCC1",
  "homo_energy_ev": -8.19,
  "gap_ha": 0.3268,
  "spin_multiplicity": 1,
  "total_charge": 0,
  "lumo_ev": 0.703
}



3.
{
  "formula": "C4H6I2",
  "method": "wB97M-V/def2-TZVPD",
  "elements": ["C", "C", "C", "C", "I", "I", "H", "H", "H", "H", "H", "H"],
  "positions_angstrom": [[-1.10996, -0.79944, -0.53662], [0.03629, 0.21794, -0.67290], [1.08938, -0.62528, -0.01425], [1.29511, -0.32433, 1.40518], [1.54519, -2.46222, -0.78637], [-0.03170, -1.47666, 2.93798], [-1.50908, -0.95740, 0.38734], [-1.27587, -1.52952, -1.33863], [0.33349, 0.37095, -1.68372], [-0.32810, 1.08545, -0.00117], [0.98418, 0.81715, 1.74104], [2.28775, -0.56794, 1.68629]],
  "forces_ev_per_a": [[2.1, 0.9, -3.1], [-2.1, -0.8, 1.4], [-1.7, 1.3, 1.8], [-1.3, 2.2, 0.4], [0.7, -0.5, -0.2], [0.6, 0.3, -0.5], [-1.1, -0.4, 2.3], [0.1, 0.3, 0.5], [-0.3, 0.9, -0.8], [1.4, -0.9, -1.5], [1.0, -3.1, -1.2], [0.7, -0.3, 0.8]],
  "homo_energy_ev": [-7.85, -8.20],
  "gap_ha": [0.2770, 0.2570],
  "spin_multiplicity": 1,
  "total_charge": 0,
  "lumo_ev": [-0.316, -1.211]
}



Copy entry 2 word for word.
{
  "formula": "C14H19NO2",
  "method": "wB97M-V/def2-TZVPD",
  "elements": ["C", "O", "C", "C", "C", "C", "C", "C", "N", "C", "O", "C", "C", "C", "C", "C", "C", "H", "H", "H", "H", "H", "H", "H", "H", "H", "H", "H", "H", "H", "H", "H", "H", "H", "H", "H"],
  "positions_angstrom": [[-3.00802, -2.77848, 0.05345], [-2.02141, -1.80706, 0.29757], [-2.31710, -0.49272, 0.01278], [-3.51602, -0.04677, -0.51323], [-3.70448, 1.30498, -0.76653], [-2.69905, 2.21105, -0.49677], [-1.49374, 1.77806, 0.03201], [-1.29105, 0.43209, 0.29252], [-0.10843, -0.08974, 0.82137], [1.04129, 0.55589, 1.15878], [1.19271, 1.75783, 1.09413], [2.14021, -0.38187, 1.62545], [3.10777, -0.76137, 0.48700], [3.79779, 0.47964, -0.11827], [3.61223, 0.36969, -1.63341], [2.29430, -0.38396, -1.77366], [2.41380, -1.45956, -0.69751], [-3.90600, -2.59692, 0.65212], [-2.56527, -3.72899, 0.34833], [-3.27773, -2.81920, -1.00641], [-4.31332, -0.73942, -0.73165], [-4.64588, 1.63783, -1.17662], [-2.84594, 3.26142, -0.69486], [-0.70326, 2.47639, 0.24878], [-0.14372, -1.09322, 0.93649], [2.71099, 0.13813, 2.39708], [1.71294, -1.28848, 2.05827], [3.85209, -1.43411, 0.92409], [4.84988, 0.53254, 0.15922], [3.30807, 1.38279, 0.24338], [3.59257, 1.34487, -2.11673], [4.42020, -0.21780, -2.07458], [1.46066, 0.28422, -1.55337], [2.14839, -0.80287, -2.76881], [3.05112, -2.26566, -1.06671], [1.45189, -1.89425, -0.42976]],
  "forces_ev_per_a": [[-0.2, -0.2, 0.0], [0.2, 0.6, 0.0], [0.1, 0.0, 0.0], [0.0, -0.3, 0.1], [0.0, 0.2, 0.0], [-0.2, -0.1, -0.1], [0.1, 0.0, 0.0], [-0.2, 0.0, -0.1], [-0.3, -0.5, 0.0], [0.2, -0.4, 0.4], [0.0, 0.3, -0.1], [0.2, 0.1, -0.1], [0.0, -0.1, 0.2], [0.2, 0.1, 0.0], [-0.1, 0.1, 0.0], [0.1, -0.1, -0.1], [0.0, 0.0, -0.1], [0.0, 0.0, 0.0], [-0.1, 0.0, 0.0], [0.0, 0.0, 0.0], [0.0, -0.1, 0.0], [-0.1, 0.0, 0.0], [0.0, 0.1, 0.0], [0.0, 0.0, 0.0], [0.2, 0.2, 0.1], [-0.1, 0.0, 0.0], [0.0, 0.0, 0.0], [-0.1, 0.1, 0.0], [0.0, 0.0, 0.1], [0.1, 0.0, 0.0], [0.1, 0.0, -0.1], [0.0, 0.0, -0.1], [-0.1, 0.0, 0.0], [-0.1, 0.0, 0.0], [0.0, 0.0, 0.0], [0.0, -0.1, 0.0]],
  "smiles": "COc1ccccc1NC(=O)CC1CCCC1",
  "homo_energy_ev": -8.19,
  "gap_ha": 0.3268,
  "spin_multiplicity": 1,
  "total_charge": 0,
  "lumo_ev": 0.703
}